DFT (ωB97M-V/def2-TZVPD) results for a 6-piece molecular cluster, C36H53BrF5N2O12PS overall in a non-equilibrium geometry.

Last columns: bonded neighbours and bond lengths (Å).
Positions of all 111 atoms, in Å:
1 C -2.90969 -3.84917 2.21432  C2 1.655, H34 1.188, H35 1.175, H36 1.174
2 C -1.80622 -4.18201 3.40188  C1 1.655, C3 1.666, N4 1.400
3 C -2.18039 -4.10703 5.02342  C2 1.666, H37 1.188, H38 1.175, H39 1.175
4 N -0.48020 -4.50113 3.08437  C2 1.400, N5 1.384
5 N -0.03291 -3.37666 2.41179  N4 1.384, C6 1.544, C32 1.517
6 C 0.41453 -2.18730 3.28898  N5 1.544, O7 1.344, C8 1.633
7 O 0.24985 -2.02392 4.61240  C6 1.344
8 C 1.07749 -1.22432 2.14881  C6 1.633, C9 1.638, C31 1.621
9 C 1.54359 0.34519 2.11702  C8 1.638, C10 1.673, C14 1.675
10 C 1.32819 1.10602 3.59157  C9 1.673, C11 1.657, H40 1.177, H41 1.194
11 C -0.21578 1.67106 3.79380  C10 1.657, O12 1.354, O13 1.488
12 O -0.68524 1.88621 5.04545  C11 1.354
13 O -1.09050 1.89109 2.61043  C11 1.488, H42 1.021
14 C 2.17367 1.12076 0.77293  C9 1.675, S15 1.910, C19 1.680
15 S 2.61835 2.97699 0.84133  C14 1.910, C16 1.879, O17 1.581, O18 1.543
16 C 4.46354 3.29083 1.00536  S15 1.879, H43 1.174, H44 1.192, H45 1.194
17 O 1.99435 3.59517 -0.47341  S15 1.581
18 O 1.93178 3.75527 1.98339  S15 1.543
19 C 2.39929 0.22920 -0.63244  C14 1.680, C20 1.635, C27 1.674
20 C 3.05342 0.81108 -2.01311  C19 1.635, F21 1.511, F22 1.515, C23 1.673
21 F 4.04808 1.93201 -1.81783  C20 1.511
22 F 3.91417 -0.19084 -2.75458  C20 1.515
23 C 1.87876 1.22132 -3.13183  C20 1.673, F24 1.511, F25 1.482, F26 1.496
24 F 2.30936 0.69371 -4.48107  C23 1.511
25 F 1.72465 2.68485 -3.30725  C23 1.482
26 F 0.59120 0.53656 -2.79633  C23 1.496
27 C 1.87579 -1.35873 -0.55603  C19 1.674, P28 1.949, C31 1.640
28 P 1.92706 -2.58572 -2.06976  C27 1.949, O29 1.744, Br30 2.304
29 O 2.86185 -3.98972 -1.62630  P28 1.744, H46 1.011
30 Br -0.25816 -3.14490 -2.54103  P28 2.304
31 C 1.23117 -2.06857 0.77403  C8 1.621, C27 1.640, C32 1.638
32 C 0.64592 -3.56954 1.06901  N5 1.517, C31 1.638, O33 1.336
33 O 0.68963 -4.71046 0.37500  C32 1.336
34 H -3.56245 -2.93203 2.59328  C1 1.188
35 H -2.42183 -3.51204 1.19947  C1 1.175
36 H -3.57187 -4.79085 1.98199  C1 1.174
37 H -2.13807 -2.97215 5.37114  C3 1.188
38 H -1.36542 -4.66815 5.65754  C3 1.175
39 H -3.27508 -4.48399 5.22511  C3 1.175
40 H 2.15887 1.91075 3.81127  C10 1.177
41 H 1.46664 0.27637 4.43933  C10 1.194
42 H -1.25445 0.94311 2.26925  O13 1.021
43 H 5.14663 2.51974 0.44283  C16 1.174
44 H 4.71869 3.21308 2.16665  C16 1.192
45 H 4.78159 4.40187 0.70576  C16 1.194
46 H 2.60595 -4.76559 -2.22111  O29 1.011
47 C -3.58669 3.00848 -1.39053  C48 1.507, C51 1.513, H52 1.093, H53 1.097
48 C -2.39934 2.46777 -2.14456  C47 1.507, C49 1.513, H54 1.096, H55 1.093
49 C -1.90073 1.38310 -1.21477  C48 1.513, O50 1.434, H56 1.095, H57 1.094
50 O -3.04534 0.87694 -0.51421  C49 1.434, C51 1.434
51 C -4.15135 1.75896 -0.75090  C47 1.513, O50 1.434, H58 1.095, H59 1.093
52 H -4.31048 3.52743 -2.02401  C47 1.093
53 H -3.24769 3.70512 -0.61456  C47 1.097
54 H -2.73147 2.02499 -3.09098  C48 1.096
55 H -1.63957 3.22114 -2.36750  C48 1.093
56 H -1.20496 1.78588 -0.47111  C49 1.095
57 H -1.40599 0.56724 -1.74963  C49 1.094
58 H -4.84738 1.24819 -1.42520  C51 1.095
59 H -4.66646 1.96558 0.19125  C51 1.093
60 C 4.52810 -6.86453 1.08171  C61 1.507, C64 1.513, H65 1.093, H66 1.097
61 C 3.12158 -7.25961 1.45093  C60 1.507, C62 1.513, H67 1.096, H68 1.093
62 C 2.45757 -7.37057 0.09579  C61 1.513, O63 1.434, H69 1.095, H70 1.094
63 O 3.47347 -7.77175 -0.83380  C62 1.434, C64 1.434
64 C 4.75143 -7.64513 -0.19503  C60 1.513, O63 1.434, H71 1.095, H72 1.093
65 H 5.26598 -7.09221 1.85513  C60 1.093
66 H 4.56901 -5.78864 0.87403  C60 1.097
67 H 3.12893 -8.23853 1.94464  C61 1.096
68 H 2.62375 -6.54651 2.11288  C61 1.093
69 H 2.06516 -6.40313 -0.23500  C62 1.095
70 H 1.64197 -8.09940 0.08702  C62 1.094
71 H 5.12032 -8.65462 0.01681  C64 1.095
72 H 5.45454 -7.15144 -0.87149  C64 1.093
73 C 2.04401 1.78579 -8.60459  C74 1.507, C77 1.513, H78 1.093, H79 1.097
74 C 2.15832 0.52951 -7.78032  C73 1.507, C75 1.513, H80 1.096, H81 1.093
75 C 1.46212 -0.48884 -8.65664  C74 1.513, O76 1.434, H82 1.095, H83 1.094
76 O 1.66605 -0.07734 -10.01539  C75 1.434, C77 1.434
77 C 2.19668 1.25519 -10.01329  C73 1.513, O76 1.434, H84 1.095, H85 1.093
78 H 2.78761 2.54605 -8.35253  C73 1.093
79 H 1.04726 2.22441 -8.47636  C73 1.097
80 H 3.21417 0.25956 -7.66036  C74 1.096
81 H 1.71174 0.61341 -6.78632  C74 1.093
82 H 0.38308 -0.50242 -8.46997  C75 1.095
83 H 1.85339 -1.50052 -8.51568  C75 1.094
84 H 3.25166 1.19495 -10.30213  C77 1.095
85 H 1.66708 1.86421 -10.75107  C77 1.093
86 C -2.46335 0.56589 8.13975  C87 1.507, C90 1.513, H91 1.093, H92 1.097
87 C -2.34904 -0.69040 8.96402  C86 1.507, C88 1.513, H93 1.096, H94 1.093
88 C -3.04523 -1.70874 8.08770  C87 1.513, O89 1.434, H95 1.095, H96 1.094
89 O -2.84130 -1.29725 6.72895  C88 1.434, C90 1.434
90 C -2.31067 0.03529 6.73105  C86 1.513, O89 1.434, H97 1.095, H98 1.093
91 H -1.71974 1.32614 8.39181  C86 1.093
92 H -3.46010 1.00451 8.26798  C86 1.097
93 H -1.29319 -0.96034 9.08398  C87 1.096
94 H -2.79561 -0.60649 9.95802  C87 1.093
95 H -4.12428 -1.72232 8.27437  C88 1.095
96 H -2.65396 -2.72042 8.22866  C88 1.094
97 H -1.25570 -0.02495 6.44221  C90 1.095
98 H -2.84027 0.64430 5.99327  C90 1.093
99 C -3.80157 8.27293 -2.68008  C100 1.507, C103 1.513, H104 1.093, H105 1.097
100 C -2.61422 7.73222 -3.43412  C99 1.507, C101 1.513, H106 1.096, H107 1.093
101 C -2.11561 6.64755 -2.50433  C100 1.513, O102 1.434, H108 1.095, H109 1.094
102 O -3.26022 6.14139 -1.80376  C101 1.434, C103 1.434
103 C -4.36623 7.02341 -2.04046  C99 1.513, O102 1.434, H110 1.095, H111 1.093
104 H -4.52536 8.79188 -3.31356  C99 1.093
105 H -3.46258 8.96957 -1.90412  C99 1.097
106 H -2.94635 7.28944 -4.38054  C100 1.096
107 H -1.85445 8.48558 -3.65705  C100 1.093
108 H -1.41984 7.05033 -1.76067  C101 1.095
109 H -1.62087 5.83169 -3.03918  C101 1.094
110 H -5.06226 6.51264 -2.71476  C103 1.095
111 H -4.88134 7.23003 -1.09830  C103 1.093

Values from the calculation:
**HOMO energy**: -9.1 eV
**Multiplicity**: 1
**SMILES**: CC(C)=NN1C(=O)c2c(CC(=O)O)c(S(C)(=O)=O)c(C(F)(F)C(F)(F)F)c(P(O)Br)c2C1=O.C1CCOC1.C1CCOC1.C1CCOC1.C1CCOC1.C1CCOC1
**Gap between HOMO and LUMO**: 0.2300 Ha
**Net charge**: 0